1.
ORCA calculation (the ωB97M-V functional and the def2-TZVPD basis) on a 2-piece molecular cluster, CH5NO2Si overall in a non-equilibrium geometry.

```
10
CH5NO2Si the ωB97M-V functional and the def2-TZVPD basis
C 1.42679 -0.87581 -0.02747
N -3.31335 -0.24886 -0.12219
O -4.08522 0.60192 0.27795
O -2.08509 -0.14894 -0.14987
Si 1.30388 0.99956 0.01985
H 2.40121 -1.23057 -0.35566
H 1.22876 -1.29266 0.95922
H 0.67635 -1.27534 -0.70733
H 1.39491 1.70537 1.28425
H 1.05176 1.76533 -1.17874
```

Calculated values
- HOMO-LUMO gap (spin up / spin down): 10.8 / 4.1 eV
- HOMO (spin up / spin down): -11.01 / -6.66 eV
- E_LUMO (spin up / spin down): -0.3 / -2.5 eV


2.
ORCA calculation (the ωB97M-V functional and the def2-TZVPD basis) on C21H16Cl5EuF3N2O3PS as an isolated structure in a non-equilibrium geometry.

```
53
C21H16Cl5EuF3N2O3PS the ωB97M-V functional and the def2-TZVPD basis
Eu 0.03435 -0.88655 0.21381
Cl -2.45955 -2.75460 0.35018
C -1.77637 -3.18053 -1.19923
C -0.56511 -2.53844 -1.47439
C 0.00550 -2.87706 -2.70361
Cl 1.50673 -2.07999 -3.03740
C -0.56137 -3.77113 -3.60627
Cl 0.20670 -4.12265 -5.10200
C -1.77587 -4.37450 -3.27292
Cl -2.50296 -5.48332 -4.36106
C -2.39605 -4.08126 -2.05589
Cl -3.88686 -4.82453 -1.64418
O -0.37866 -1.72821 4.19989
C 0.04331 -1.26128 3.15839
O 0.26195 -1.87135 2.06378
C 0.36884 0.25616 3.14468
C 0.55744 0.92674 4.34792
C 0.79948 2.28886 4.33195
C 0.83752 2.93512 3.10425
C 0.64884 2.19464 1.94832
N 0.42620 0.87796 1.95839
H 0.50592 0.35515 5.26058
H 0.94664 2.83947 5.25157
H 1.00946 3.99806 3.04441
H 0.67815 2.66983 0.96997
F 4.38093 3.63965 0.50393
C 3.86696 2.86698 -0.48390
F 2.76668 3.50543 -0.87399
F 4.74286 2.94993 -1.50323
C 3.69335 1.45075 -0.01598
C 4.71595 0.91739 0.74923
C 4.63229 -0.39500 1.19259
C 3.48904 -1.10581 0.87922
N 2.48581 -0.61233 0.16497
C 2.56489 0.65576 -0.32695
S 1.25074 1.14736 -1.30202
H 5.56837 1.52331 1.01571
H 5.42351 -0.84673 1.76623
H 3.35751 -2.12548 1.21776
C -2.38037 0.28729 -2.60529
P -2.88836 0.74833 -0.91060
C -4.53417 0.02956 -0.60149
C -3.08114 2.56100 -0.87356
O -1.87860 0.30159 0.10466
H -3.04469 0.73552 -3.34130
H -2.40016 -0.80032 -2.70688
H -1.35904 0.64223 -2.76905
H -5.23959 0.38186 -1.34616
H -4.86514 0.33228 0.38940
H -4.46672 -1.05518 -0.63920
H -3.83689 2.87602 -1.58670
H -2.12459 3.01997 -1.12024
H -3.37364 2.86204 0.13169
```

Calculated values
- HOMO-LUMO gap (spin up / spin down): 8.1 / 8.2 eV
- 2S+1: 7
- HOMO (spin up / spin down): -8.15 / -8.16 eV
- E_LUMO (spin up / spin down): -0.1 / 0.1 eV


3.
ORCA calculation (the ωB97M-V functional and the def2-TZVPD basis) on a 2-piece molecular cluster, C5H10IP overall in a non-equilibrium geometry.

```
17
C5H10IP the ωB97M-V functional and the def2-TZVPD basis
C 0.86386 2.35407 0.29267
C 0.19224 1.13506 -0.20756
C 2.29840 1.82728 0.60167
C 1.31419 0.16024 -0.62241
C 2.50708 0.63451 0.13840
P -1.85812 -2.13067 0.31540
I 4.27261 -0.47762 0.04767
H 0.93456 3.12293 -0.48964
H 0.45216 2.92756 1.17236
H -0.70457 0.60148 0.40297
H -0.38481 1.45349 -1.15571
H -0.51520 -2.01038 0.65581
H 3.01486 2.45924 1.08256
H 1.06996 -0.82788 -0.21106
H 1.47565 -0.08723 -1.75052
H -1.52316 -3.01827 -0.76831
H -2.27327 -3.40005 0.97512
```

Calculated values
- HOMO-LUMO gap (spin up / spin down): 5.2 / 6.5 eV
- 2S+1: 3
- HOMO (spin up / spin down): -4.48 / -9.37 eV
- E_LUMO (spin up / spin down): 0.7 / -2.9 eV


4.
ORCA calculation (the ωB97M-V functional and the def2-TZVPD basis) on a 12-piece molecular cluster, H24O12 overall in a non-equilibrium geometry.

```
36
H24O12 the ωB97M-V functional and the def2-TZVPD basis
O 3.88650 0.62218 0.05015
H 3.88535 -0.29268 0.34993
H 4.78777 0.94442 0.13385
O -1.97110 -3.37674 1.19399
H -2.43510 -2.56500 1.00107
H -1.37076 -3.57401 0.46398
O -0.19746 -4.55056 -1.45067
H 0.70679 -4.84379 -1.58863
H -0.67102 -5.25417 -0.99491
O -4.45035 -0.39286 -2.26740
H -4.78412 -0.64952 -1.39528
H -4.41831 0.57345 -2.11003
O 1.46946 -1.02319 4.06106
H 1.33113 -0.26897 4.65415
H 0.80656 -0.66207 3.42827
O 1.25546 1.72067 0.21910
H 1.31932 2.42910 0.86144
H 1.87970 0.99638 0.34306
O -2.50204 -0.38672 1.89163
H -2.23649 -1.28371 1.76028
H -3.14212 0.15216 1.43271
O 3.54761 0.39180 -2.48694
H 3.56710 1.17764 -1.87050
H 3.19600 0.55521 -3.36540
O -1.11948 0.64437 0.20835
H -0.22603 1.05304 0.07302
H -1.61537 1.40482 -0.13212
O -0.12667 0.75420 2.79120
H -0.63724 0.48958 1.98922
H -0.82995 0.91688 3.42800
O 2.62033 2.71640 -2.05288
H 1.77490 2.64444 -1.51073
H 2.93382 3.33140 -1.36437
O -2.14292 1.89783 -2.26712
H -2.02154 1.03029 -2.66453
H -2.06974 2.67773 -2.81294
```

Calculated values
- HOMO-LUMO gap: 10.3 eV
- HOMO: -10.19 eV
- E_LUMO: 0.1 eV
- Structure (SMILES): O.O.O.O.O.O.O.O.O.O.O.O


5.
ORCA calculation (the ωB97M-V functional and the def2-TZVPD basis) on an isolated ion of composition C3H10N3O2 and charge +1 in a non-equilibrium geometry.

```
18
C3H10N3O2 the ωB97M-V functional and the def2-TZVPD basis
C 0.22455 0.50541 1.26763
N 0.22017 -0.08041 -0.09502
C 0.63713 0.86818 -1.20933
C 1.33567 -1.03160 0.06880
N -0.99075 -0.78631 -0.16994
N -2.28697 -0.03329 0.21856
O -2.21056 1.16872 0.42967
O -3.25809 -0.72284 0.24896
H 1.18870 0.78447 1.66487
H -0.55442 1.35002 1.24029
H -0.11265 -0.26822 1.88328
H 0.27415 1.80882 -1.11692
H 1.69436 0.81790 -1.32682
H 0.23607 0.51959 -2.16660
H 1.49659 -1.72850 -0.76583
H 2.17235 -0.47906 0.12717
H 1.07445 -1.59317 0.87675
H -1.14077 -1.09971 -1.17552
```

Calculated values
- HOMO-LUMO gap: 11.5 eV
- HOMO: -15.84 eV
- E_LUMO: -4.4 eV
- Structure (SMILES): C[N+](C)(C)N[N+](=O)[O-]
- Net charge: +1


6.
ORCA calculation (the ωB97M-V functional and the def2-TZVPD basis) on a 2-piece molecular cluster, C20H37F2N4O5 overall in a non-equilibrium geometry.

```
68
C20H37F2N4O5 the ωB97M-V functional and the def2-TZVPD basis
C 3.11479 -2.67104 2.10697
C 1.52815 -2.39626 2.42291
C 0.85164 -1.21255 1.46753
N 0.84135 0.15054 2.12423
N -0.29152 0.88442 1.77839
C -0.43341 1.45428 0.53773
N -1.59754 2.27828 -0.05017
C -1.53406 2.42053 -1.58572
C -0.12817 1.63170 -2.03209
C -0.41973 0.07561 -2.57291
C -1.81100 -0.56622 -1.99287
C -3.08444 -0.41649 -3.06522
O -4.26283 0.23790 -2.47517
C -5.03659 -0.68416 -1.61736
C -5.32777 -0.13888 -0.06481
O -5.50743 -1.88177 -2.00480
C 0.73020 2.24040 -3.28763
C -0.23278 3.19818 -4.26481
C 0.82863 3.83421 -5.38961
F -1.35616 2.45349 -4.88049
N 0.51597 1.44777 -0.67564
C 1.60371 2.39797 -0.25524
C 1.24785 3.98850 -0.42136
C 0.56129 4.69277 0.88972
F 2.53717 4.73499 -0.67465
H 3.47974 -3.67689 2.63255
H 3.25849 -2.85235 0.95061
H 3.75483 -1.74118 2.42047
H 0.95040 -3.39265 2.12922
H 1.29750 -2.19833 3.55330
H -0.29292 -1.51106 1.30789
H 1.40895 -1.19437 0.42095
H 0.99417 0.10946 3.15574
H -1.06661 0.96100 2.49685
H -1.81587 3.16492 0.46533
H -2.50452 2.17021 -2.19299
H -1.49558 3.60376 -1.69090
H -0.51173 0.04501 -3.76322
H 0.44708 -0.66613 -2.29896
H -1.62719 -1.74417 -1.92041
H -2.10943 -0.22508 -0.91450
H -3.34041 -1.49701 -3.49866
H -2.76422 0.22258 -4.01447
H -6.19565 0.67234 -0.05216
H -4.35515 0.35987 0.38867
H -5.62189 -1.03839 0.66163
H 1.63809 2.91731 -2.99393
H 1.16602 1.41239 -4.02557
H -0.55302 4.10883 -3.59435
H 0.53118 3.48878 -6.46749
H 1.91678 3.38497 -5.19449
H 0.94665 4.99900 -5.26369
H 2.53427 2.18575 -0.97209
H 2.00645 2.24467 0.83634
H 0.56281 4.24628 -1.34933
H -0.44563 5.21626 0.51949
H 0.21302 3.91224 1.71129
H 1.21253 5.55551 1.34931
C 1.71286 -5.72889 5.77493
C 1.90596 -7.02663 5.05967
O 2.79900 -6.69230 4.01429
C 3.47634 -5.57600 4.41271
O 4.44231 -5.11197 3.83025
O 2.93247 -5.04774 5.54789
H 1.53866 -5.86549 6.84574
H 0.89365 -5.13693 5.35356
H 2.37258 -7.78802 5.69358
H 0.96968 -7.42368 4.65795
```

Calculated values
- HOMO-LUMO gap: 8.9 eV
- HOMO: -12.64 eV
- E_LUMO: -3.7 eV
- Net charge: +1